Molecular formula: CH3ClF2Si
Method: DFT, ωB97M-V with the def2-TZVPD basis set

The HOMO-LUMO gap (alpha / beta) comes out at 9.5234 / 5.5061 eV. The spin multiplicity is 1. Its electronic energy is -989.1183 Eh.

Each line ends with the Löwdin charge.
Atoms and positions in Å:
Cl  -1.528  0.802  -2.424  0.6853
Si  0.062  -1.112  1.676  0.5733
F  -0.095  2.180  -0.893  -0.0326
F  1.028  0.916  -2.242  0.0228
C  -0.070  0.939  -1.479  -0.7647
H  1.308  -1.515  2.486  -0.1776
H  0.180  -0.119  0.438  -0.1542
H  -0.884  -2.092  2.438  -0.1524

Molecular formula: CH3O2S
Method: DFT, ωB97M-V with the def2-TZVPD basis set

The HOMO-LUMO gap (alpha / beta) comes out at 7.3732 / 4.8036 eV. Its charge is -1. The spin multiplicity is 3. Its electronic energy is -588.3720 Eh.

Each line ends with the Löwdin charge.
Atoms and positions in Å:
S  -1.098  0.461  -0.062  0.4783
O  -1.474  -0.875  -0.588  -0.6490
O  -2.136  1.514  -0.303  -0.6538
C  2.129  0.017  -0.454  0.0022
H  -1.125  0.214  1.497  -0.0629
H  1.752  -0.985  -0.773  -0.0844
H  1.952  -0.346  0.683  -0.0304

Molecular formula: C3H5N3
Method: DFT, ωB97M-V with the def2-TZVPD basis set

The HOMO-LUMO gap comes out at 9.0671 eV. The spin multiplicity is 1. Its electronic energy is -281.5634 Eh.

Each line ends with the Löwdin charge.
Atoms and positions in Å:
N  -0.197  -0.058  1.241  0.0194
N  -1.595  -0.104  1.075  0.0186
N  1.812  0.197  -0.114  0.1091
C  0.442  0.058  0.061  -0.4100
C  -1.741  -0.009  -0.240  -0.1962
C  -0.517  0.096  -0.921  -0.0638
H  -2.720  -0.032  -0.720  0.1012
H  0.319  -0.080  2.119  0.1547
H  2.061  -0.021  -1.068  0.0891
H  -0.304  0.202  -1.971  0.0908
H  2.439  -0.249  0.538  0.0872

Molecular formula: N2O4
Method: DFT, ωB97M-V with the def2-TZVPD basis set

The HOMO-LUMO gap comes out at 7.7841 eV. Its charge is -2. The spin multiplicity is 1. Its electronic energy is -410.2785 Eh.

Each line ends with the Löwdin charge.
Atoms and positions in Å:
O  -3.088  -0.434  1.387  -0.3489
O  3.260  0.403  -1.083  -0.3730
O  1.219  1.143  -0.817  -0.2549
O  -1.617  -0.663  -0.196  -0.2939
N  -1.964  -0.964  1.027  -0.3574
N  2.191  0.515  -0.318  -0.3719

Molecular formula: C9H18Cl2IrOS
Method: DFT, ωB97M-V with the def2-TZVPD basis set

The HOMO-LUMO gap (alpha / beta) comes out at 5.8064 / 7.6885 eV. The spin multiplicity is 6. Its electronic energy is -1851.6048 Eh.

Each line ends with the Löwdin charge.
Atoms and positions in Å:
Ir  -0.101  -0.013  -0.329  1.2022
Cl  1.749  -0.093  -1.644  0.1052
Cl  -1.893  0.595  1.002  0.0620
S  -0.541  3.074  0.242  0.8322
O  0.425  1.974  -0.297  -0.8392
C  1.258  -2.574  0.930  -0.2064
C  2.142  -3.098  -0.223  -0.2330
C  0.107  -3.043  -1.756  -0.1853
C  0.000  -1.797  0.498  -0.5049
C  0.412  4.559  -0.086  -0.2466
C  -1.299  -0.930  -1.502  -0.4023
C  1.263  -3.877  -1.199  -0.2050
C  -0.699  -2.208  -0.710  -0.4562
C  -0.316  3.060  2.026  -0.2899
H  -0.817  2.170  2.425  -0.0199
H  -1.058  -0.956  -2.564  0.0474
H  0.503  -2.331  -2.495  0.0689
H  -1.626  -2.757  -0.408  0.1535
H  2.918  -3.776  0.173  0.1107
H  2.638  -2.258  -0.730  0.0413
H  -0.775  3.974  2.414  0.0637
H  1.839  -1.960  1.634  0.1048
H  -2.358  -0.802  -1.280  0.0277
H  0.575  4.617  -1.167  0.0648
H  1.359  4.476  0.459  0.0642
H  -0.596  -3.697  -2.277  0.1148
H  -0.193  5.396  0.267  0.0587
H  0.929  -3.465  1.493  0.1097
H  -0.673  -1.713  1.364  0.0659
H  0.763  3.038  2.219  0.0688
H  1.857  -4.270  -2.031  0.1097
H  0.868  -4.751  -0.660  0.1124

Molecular formula: C6H10ClN3O
Method: DFT, ωB97M-V with the def2-TZVPD basis set

The HOMO-LUMO gap comes out at 8.0224 eV. The spin multiplicity is 1. Its electronic energy is -934.0565 Eh.

Each line ends with the Löwdin charge.
Atoms and positions in Å:
Cl  -2.484  -2.050  0.543  0.4734
O  -1.185  1.808  0.524  -0.0602
N  -3.532  1.751  0.180  0.1656
N  0.311  0.411  -0.199  0.0455
N  0.085  1.391  0.496  0.0273
C  1.731  -1.339  0.741  -0.0622
C  -2.153  0.219  -1.042  0.0241
C  1.669  -0.127  -0.226  -0.4241
C  -2.381  -1.148  -1.057  -0.5833
C  2.800  0.782  0.088  -0.0757
C  -2.482  1.135  -0.073  -0.4149
H  3.673  0.488  -0.322  0.0390
H  2.898  0.756  1.103  0.0415
H  -1.687  -1.894  -1.557  0.0937
H  1.641  -1.082  1.836  0.1019
H  1.036  -2.222  0.454  0.0986
H  2.661  1.895  -0.311  0.1365
H  1.568  -0.316  -1.339  0.1554
H  -3.343  -1.059  -1.546  0.1057
H  -3.495  2.424  0.920  0.0650
H  2.668  -1.824  0.786  0.0472

M? In order: 116.57, 79.10, 83.09, 92.01, 437.43, 175.62 g/mol.
Relative energy (zero: lowest compared OMol25 entry of this formula, charge and spin)? In order: 96.49, 84.45, 16.75, 7.93, 0.00, 112.48 kcal per mole.